{
  "formula": "C30H50AlN2O3PS3",
  "method": "ωB97M-V/def2-TZVPD",
  "e_tot_ev": -89419.09392,
  "relative_energy_kj_mol": 333.7,
  "homo_energy_ha": -0.4325,
  "charge": 2,
  "e_lumo_ev": -7.82,
  "homo_lumo_gap_ev": 3.95,
  "species": ["Al", "C", "C", "S", "C", "C", "S", "C", "C", "S", "H", "H", "H", "H", "H", "H", "H", "H", "H", "H", "H", "H", "C", "C", "C", "C", "C", "C", "C", "C", "C", "C", "C", "C", "N", "C", "C", "C", "C", "C", "N", "C", "C", "C", "C", "H", "H", "H", "H", "H", "H", "H", "H", "H", "H", "H", "H", "H", "H", "H", "H", "H", "H", "H", "H", "H", "H", "H", "H", "H", "H", "H", "H", "H", "C", "O", "P", "O", "C", "O", "C", "H", "H", "H", "H", "H", "H", "H", "H", "H"],
  "positions_angstrom": [[-1.19249, 1.09125, -0.54430], [0.72570, 1.85773, 2.41432], [-0.33069, 2.87156, 2.22785], [-1.86597, 2.11098, 1.62968], [-2.75572, 3.60033, 1.17542], [-2.57460, 4.04130, -0.25872], [-2.61697, 2.69336, -1.43224], [0.59889, 1.72330, -1.31058], [1.99971, 0.49365, 0.28778], [0.55372, 0.35859, 1.22524], [1.69535, 2.45330, 2.32005], [0.71733, 1.40278, 3.41546], [-0.60237, 3.48494, 3.08112], [-0.07544, 3.56960, 1.46721], [-3.82464, 3.34554, 1.47468], [-2.53970, 4.43845, 1.89105], [-3.36238, 4.78280, -0.49037], [-1.69604, 4.63264, -0.41388], [0.35243, 1.87524, -2.38042], [0.99739, 2.63588, -0.92437], [2.53707, -0.48162, 0.41986], [2.66999, 1.28904, 0.57984], [4.78721, -1.37075, -1.25660], [4.99356, 0.07261, -0.75438], [5.09810, 0.19976, 0.76719], [4.21498, 1.12744, -1.45768], [4.98111, 2.29932, -1.75625], [4.69492, 3.07986, -2.85427], [3.62483, 2.80714, -3.63628], [2.72572, 1.75234, -3.28737], [1.78709, 1.45694, -4.43640], [0.96659, 2.73057, -4.79655], [2.51852, 0.93787, -5.75177], [2.92122, 1.06939, -2.10364], [1.68036, 0.67203, -1.22772], [1.15740, -0.66915, -1.76434], [-0.12395, -0.87415, -2.21736], [-0.58367, -1.79810, -3.23651], [-1.96930, -1.87351, -3.12002], [-2.38532, -1.18025, -1.95904], [-1.33349, -0.55120, -1.37975], [-3.78951, -1.41858, -1.34317], [-4.17543, -0.46905, -0.22048], [-3.70570, -2.88008, -0.74350], [-4.88407, -1.50728, -2.44713], [5.75180, -1.88331, -1.15586], [4.53107, -1.41968, -2.31363], [4.21405, -2.01317, -0.61975], [6.02647, 0.22929, -1.18615], [4.37772, -0.40925, 1.30303], [4.97355, 1.27561, 1.07132], [6.09471, -0.18463, 1.13261], [5.89726, 2.50846, -1.16442], [5.43260, 3.85796, -3.13212], [3.45708, 3.39784, -4.52578], [1.07862, 0.64209, -4.15319], [1.48756, 3.33666, -5.52416], [0.82551, 3.37618, -3.89891], [-0.05080, 2.39351, -5.16187], [2.98857, 1.83695, -6.20914], [1.70220, 0.52437, -6.40726], [3.24256, 0.15947, -5.53217], [1.83240, -1.51142, -2.03468], [0.07361, -2.34847, -3.91712], [-2.68252, -2.38814, -3.76046], [-3.51423, -0.62501, 0.63732], [-5.22201, -0.70413, 0.03966], [-4.08208, 0.58382, -0.53219], [-2.76722, -3.06260, -0.24831], [-3.89052, -3.59448, -1.53917], [-4.49832, -3.07942, 0.04064], [-5.00951, -0.54655, -2.96893], [-5.88941, -1.77880, -1.97651], [-4.71236, -2.33063, -3.18351], [-4.31147, -5.07373, 6.84776], [-3.44696, -3.91070, 6.90127], [-2.54701, -3.23733, 5.70210], [-1.49005, -4.40528, 5.48274], [-0.09152, -4.17962, 5.18197], [-1.58702, -2.18789, 6.57684], [-1.93218, -0.97662, 7.23312], [-4.87536, -5.08595, 7.80369], [-3.74117, -5.97539, 6.61063], [-5.04568, -4.87168, 6.09295], [0.40980, -5.09421, 5.35229], [0.32517, -3.45692, 5.86917], [0.07295, -3.80144, 4.16401], [-2.95009, -1.01140, 7.68459], [-1.89699, -0.08562, 6.53609], [-1.17248, -0.77249, 8.00980]],
  "forces_ev_per_a": [[0.07, 2.82, 0.10], [1.60, -0.30, 0.43], [-1.53, 0.20, -0.68], [-0.15, -0.02, 0.62], [-1.86, 0.55, 1.41], [-0.69, 0.55, 0.03], [0.00, -1.05, -0.65], [-1.24, -1.08, -1.15], [1.76, -1.53, -1.62], [-0.27, 0.64, 2.39], [-0.82, -1.51, -0.18], [-0.09, 0.06, -0.43], [0.25, -0.36, 0.50], [0.45, 0.60, -0.76], [1.12, 0.26, -0.96], [0.28, -0.87, -0.49], [0.00, -0.67, -0.02], [0.91, 0.12, 0.21], [0.38, -0.04, 0.58], [0.43, 0.62, 0.29], [-0.28, 0.99, -0.52], [-0.05, 0.27, 0.05], [0.98, -0.04, 0.29], [1.50, -1.07, 0.03], [1.16, 0.38, 0.60], [-0.41, 2.45, -0.93], [-0.03, -1.73, 0.56], [1.34, 1.39, 0.39], [-0.72, -1.31, 0.03], [0.67, 1.35, -1.81], [-1.29, -0.52, -0.22], [-1.25, -0.76, 0.80], [-1.20, 0.87, 0.73], [1.08, 0.41, 1.87], [-0.04, -2.53, -0.58], [-0.91, 0.37, -1.53], [-0.71, -0.64, 2.51], [-1.46, -0.48, 0.51], [1.76, -0.53, -1.28], [0.02, 0.31, 1.54], [-0.33, 0.11, -2.03], [0.24, -1.09, -0.27], [0.12, 0.41, -0.42], [-0.96, 0.22, 0.50], [-0.90, -0.16, 0.10], [0.05, 0.21, -0.25], [-0.27, -0.05, 0.08], [-1.24, -0.16, 0.23], [-0.98, 0.37, 0.78], [-0.28, -0.03, 0.05], [0.31, -1.03, -0.11], [-0.96, 0.61, -0.42], [-0.57, -0.50, -0.59], [-0.79, -0.29, 0.25], [-0.06, -0.26, -0.10], [0.43, 0.61, -0.07], [-0.11, 0.05, -0.38], [-0.10, -0.45, -0.61], [1.16, 0.74, 0.12], [-0.14, -0.95, 0.00], [0.98, 0.51, 0.41], [0.14, 0.00, -0.08], [0.38, 1.46, 0.15], [-0.39, 0.43, 0.13], [0.52, -0.01, 0.11], [-0.21, -0.07, 0.19], [0.56, 0.29, 0.19], [-0.34, -0.32, 0.09], [0.49, -0.17, 0.10], [0.32, -0.24, -0.01], [0.68, 0.63, -0.95], [-0.01, -0.34, 0.06], [1.42, 0.49, -0.39], [0.07, 0.79, 0.54], [0.12, 1.11, 0.24], [0.67, 0.25, 0.08], [-1.21, 1.01, 0.81], [1.52, -0.45, -0.22], [-0.84, 0.89, 0.11], [-0.17, -0.73, -0.12], [-0.49, 0.89, -0.24], [0.77, -0.33, -0.48], [-0.17, 0.10, 0.35], [-0.48, -0.24, -0.66], [0.42, -1.04, -0.13], [-0.03, 0.23, 0.21], [-0.26, -0.28, 0.06], [0.76, -0.07, -0.21], [-0.11, -0.98, 0.42], [-0.47, -0.33, -0.27]]
}

=====

{
  "formula": "C30H50BrIrN3O2P",
  "method": "ωB97M-V/def2-TZVPD",
  "e_tot_ev": -122634.39890,
  "multiplicity": 2,
  "relative_energy_kj_mol": 0.0,
  "homo_energy_ha": [-0.6448, -0.6446],
  "charge": 3,
  "e_lumo_ev": [-8.66, -11.68],
  "homo_lumo_gap_ev": [8.88, 5.86],
  "species": ["Ir", "N", "C", "O", "C", "C", "H", "H", "H", "H", "H", "H", "C", "C", "C", "C", "C", "Br", "N", "C", "H", "H", "H", "H", "H", "H", "O", "P", "C", "C", "C", "C", "C", "C", "C", "C", "C", "C", "C", "C", "C", "C", "C", "C", "C", "C", "H", "H", "H", "H", "H", "H", "H", "H", "H", "H", "H", "H", "H", "H", "H", "H", "H", "H", "H", "H", "H", "H", "H", "H", "H", "H", "H", "H", "H", "H", "H", "H", "H", "C", "C", "C", "N", "H", "H", "H", "H", "H"],
  "positions_angstrom": [[-1.31698, -0.21288, 1.65513], [-1.60124, 3.37128, 3.51926], [-1.79073, 2.30704, 2.79184], [-0.97517, 1.31806, 2.90707], [-2.92996, 2.15194, 1.83257], [-2.41956, 1.24415, 0.71278], [-0.82782, 3.41544, 4.17192], [-2.22635, 4.16336, 3.46915], [-3.28421, 3.11487, 1.45961], [-3.75615, 1.69784, 2.38724], [-1.67826, 1.78761, 0.12688], [-3.19294, 0.86373, 0.05088], [-5.71609, -1.79856, 4.76538], [-4.23477, -1.75502, 4.52969], [-3.32174, -2.35440, 5.39937], [-1.95465, -2.32076, 5.14732], [-1.54294, -1.65695, 4.02058], [0.27320, -1.58708, 3.44267], [-2.39249, -1.04168, 3.18171], [-3.71465, -1.10661, 3.41980], [-5.95059, -2.35609, 5.66865], [-6.22865, -2.27648, 3.93014], [-6.12232, -0.79261, 4.87488], [-3.68246, -2.86910, 6.28162], [-1.24124, -2.80324, 5.80049], [-4.35507, -0.62191, 2.69376], [0.06397, 0.09833, 0.34112], [1.08827, 0.69948, -0.70261], [0.22962, 1.06736, -2.25314], [1.20875, 1.25234, -3.45778], [0.81153, 0.38729, -4.65312], [-0.63899, 0.62504, -5.07320], [-1.60442, 0.62604, -3.86677], [-0.92747, 0.11350, -2.59493], [2.39215, -0.54416, -0.83984], [2.69757, -1.21638, 0.51180], [4.05181, -1.93557, 0.41155], [4.26894, -2.54243, -0.98450], [2.93048, -2.90734, -1.61478], [2.08377, -1.64754, -1.87849], [1.56435, 2.30726, 0.01672], [2.21060, 3.30027, -0.97090], [3.70734, 3.08037, -1.16259], [4.43277, 3.12640, 0.17756], [3.86825, 2.08435, 1.13790], [2.35857, 2.24485, 1.33434], [-0.23450, 2.03962, -2.03769], [2.24400, 1.04380, -3.17421], [1.18979, 2.29962, -3.76192], [0.96194, -0.66942, -4.42066], [1.48158, 0.60934, -5.48344], [-0.92951, -0.14497, -5.78713], [-0.71610, 1.57441, -5.60395], [-2.49079, 0.02905, -4.08546], [-1.96553, 1.63995, -3.67248], [-0.56083, -0.90450, -2.74565], [-1.64285, 0.08090, -1.76864], [3.27694, 0.01560, -1.16170], [1.89589, -1.93605, 0.70623], [2.70345, -0.51334, 1.34484], [4.09475, -2.71412, 1.17477], [4.85470, -1.23255, 0.64196], [4.91039, -3.41919, -0.91529], [4.79572, -1.83556, -1.63161], [2.39449, -3.58773, -0.94740], [3.07022, -3.44463, -2.55201], [1.02273, -1.91326, -1.84466], [2.28956, -1.26725, -2.87850], [0.55767, 2.69179, 0.24425], [2.06353, 4.29228, -0.53340], [1.68331, 3.31449, -1.92446], [4.09421, 3.84714, -1.83389], [3.89845, 2.12093, -1.65745], [4.32692, 4.12551, 0.61093], [5.50061, 2.96055, 0.03724], [4.35812, 2.15737, 2.10994], [4.10240, 1.08932, 0.75320], [2.18227, 3.19961, 1.84004], [1.95739, 1.47182, 1.99725], [-3.66095, -2.89363, -2.32281], [-2.87739, -3.50926, -1.15465], [-2.38414, -2.49564, -0.23406], [-2.00308, -1.68101, 0.47503], [-3.99151, -3.69764, -2.97595], [-3.03412, -2.21703, -2.90134], [-4.54007, -2.35732, -1.97079], [-2.00447, -4.06854, -1.50193], [-3.48923, -4.20183, -0.57119]],
  "forces_ev_per_a": [[0.58, 0.07, -0.44], [0.00, -0.01, 0.00], [-0.03, -0.02, 0.03], [0.05, 0.03, -0.13], [0.09, 0.06, -0.02], [-0.27, -0.12, 0.24], [0.00, -0.01, 0.01], [0.00, 0.00, 0.00], [-0.01, 0.00, 0.00], [0.00, 0.01, -0.01], [-0.05, -0.09, -0.13], [-0.11, 0.01, 0.12], [0.00, 0.00, 0.00], [0.00, 0.01, 0.00], [0.01, 0.00, 0.00], [-0.04, 0.01, -0.01], [0.05, -0.05, 0.01], [-0.33, -0.17, 0.10], [-0.04, 0.04, -0.01], [0.00, 0.07, 0.03], [0.00, 0.00, 0.00], [0.00, 0.00, 0.00], [0.00, 0.00, 0.00], [0.00, 0.00, 0.00], [0.00, 0.00, 0.00], [0.00, 0.00, 0.00], [0.03, 0.23, 0.18], [0.01, 0.01, -0.02], [0.00, 0.00, -0.02], [-0.01, -0.01, -0.01], [0.00, 0.00, -0.01], [0.00, 0.00, 0.00], [0.00, -0.01, 0.00], [-0.01, -0.02, 0.00], [0.01, 0.00, 0.00], [0.02, 0.02, -0.02], [0.01, 0.01, 0.00], [0.00, -0.01, 0.01], [0.00, 0.00, 0.00], [0.00, -0.01, -0.02], [0.00, 0.02, 0.04], [-0.01, 0.00, -0.02], [0.00, 0.00, 0.01], [0.01, -0.01, 0.00], [-0.03, 0.01, 0.02], [0.01, -0.01, 0.00], [0.01, 0.00, 0.00], [0.00, 0.01, 0.00], [0.00, 0.00, 0.00], [-0.01, 0.01, 0.00], [0.00, 0.00, 0.00], [0.00, 0.01, -0.01], [0.00, 0.00, 0.01], [0.01, -0.01, 0.00], [-0.01, 0.00, 0.00], [-0.02, 0.02, 0.00], [0.01, 0.02, -0.01], [0.01, 0.00, 0.01], [0.00, 0.00, 0.00], [0.01, 0.05, 0.02], [-0.01, -0.01, 0.00], [0.00, -0.01, 0.01], [0.01, 0.01, 0.00], [-0.01, 0.00, 0.00], [0.00, 0.00, 0.00], [0.01, 0.00, 0.00], [0.02, 0.00, 0.01], [-0.01, -0.02, 0.01], [-0.01, -0.02, -0.01], [0.00, 0.00, 0.00], [0.01, 0.00, 0.01], [0.00, 0.00, 0.00], [0.00, -0.01, 0.00], [-0.01, 0.00, 0.00], [0.00, 0.00, 0.00], [-0.01, -0.01, 0.00], [-0.01, -0.07, -0.02], [0.00, 0.01, -0.01], [0.01, -0.01, 0.00], [0.00, 0.00, 0.00], [0.02, -0.01, -0.01], [-0.01, -0.01, 0.02], [0.05, -0.05, 0.04], [0.00, 0.00, 0.00], [0.00, 0.00, 0.00], [0.00, 0.00, 0.00], [0.00, -0.01, 0.00], [0.00, 0.00, 0.00]]
}